(1)
Below is one molecule with the formula C21H28N4O5 at a distorted geometry, with properties calculated with ωB97M-V/def2-TZVPD.

## Properties
LUMO energy: 0.7 eV
SMILES: COCCNC(=O)CN(C(=O)CCC(=O)Nc1cc(C)on1)c1cccc(C)c1C
orbital gap: 9.5444 eV

```
58
Properties=species:S:1:pos:R:3:mulliken_charge:R:1
C -2.7159 2.9413 -1.0754 -0.501
H 2.5047 1.3325 -2.1161 0.359
O 1.1463 1.7526 0.5445 -0.622
H -2.0386 3.7545 -1.2904 0.518
H -6.3892 0.0444 -0.1821 0.391
O 0.5875 -0.8884 -0.9936 -0.714
N 2.2280 0.3962 -1.8577 -0.113
N 0.9294 -0.5463 2.1838 0.110
H 2.9336 -1.1966 -0.7355 0.037
H 1.6067 0.1327 1.8546 0.244
H 5.5147 0.2576 -3.1717 0.273
H -0.7416 0.9448 -2.5466 0.341
C -0.2010 -0.0958 2.7935 0.354
H 6.3363 1.8130 -2.9085 0.268
C -4.9237 2.0525 -0.8866 -0.774
N 2.3088 -2.1518 1.2106 -0.671
H -5.9932 2.1866 -0.9607 0.375
H -0.1900 -5.6635 1.4262 0.329
O 4.9300 1.4096 -1.5363 -0.385
C -0.8688 2.0836 1.8096 -0.410
H 0.6226 -5.5183 -0.1420 0.294
H -0.7041 -2.9880 2.1802 0.488
C -0.0766 1.7972 0.5476 0.377
C 5.9211 0.9366 -2.4138 -0.674
C 1.0293 -3.9492 1.2219 0.088
H -0.7749 1.6285 3.9152 0.496
O -1.1291 -0.8039 3.1191 -0.649
H 3.7696 -0.9428 -2.2920 0.283
H -4.4894 4.0588 -1.4971 0.422
H 0.4886 2.1806 -2.1497 0.487
C 1.1546 -1.8325 1.7501 0.480
C -0.2007 1.4091 3.0148 -0.911
H 6.7170 0.4174 -1.8667 0.298
H 5.1411 -0.2189 -0.2705 0.377
H -5.1439 -0.6910 0.8371 0.315
C 0.9622 0.1590 -1.4829 0.119
C 3.3245 -0.4443 -1.4245 -0.334
H -2.5762 -0.8172 1.1063 0.317
H -0.8858 3.1664 1.9601 0.347
C -4.4206 0.8222 -0.4885 1.085
C -2.2004 1.7148 -0.6760 -1.423
C 0.2900 -2.9570 1.7932 0.015
H 1.5484 -6.0040 1.2768 0.355
C 4.3609 0.4205 -0.7026 -0.329
C -3.0362 0.6329 -0.3930 1.925
O 2.2357 -3.4670 0.8777 -0.199
H 3.8607 0.9719 0.0972 0.166
H -1.8950 1.7346 1.7074 0.346
C -4.0821 3.1087 -1.1865 -1.029
H -1.4196 -0.7713 -0.2212 -0.219
C -2.4743 -0.6868 0.0281 -1.343
H -5.2480 -1.1150 -0.8674 0.345
H -3.0075 -1.5019 -0.4559 0.579
C 0.7317 -5.3729 0.9320 -1.325
C -5.3578 -0.2974 -0.1551 -1.549
H 0.8172 1.7818 3.1275 0.295
N -0.7826 1.5907 -0.5792 0.775
C -0.0344 1.2882 -1.7892 -0.501
```

***

(2)
Below is a 7-piece molecular cluster, C12H36NO15 overall at a distorted geometry, with properties calculated with ωB97M-V/def2-TZVPD.

## Properties
LUMO energy (spin up / spin down): -2.0 / -6.5 eV
multiplicity: 2
<S²>: 0.7559
orbital gap (spin up / spin down): 8.1604 / 3.5664 eV

```
64
Properties=species:S:1:pos:R:3:mulliken_charge:R:1
C 1.9907 -3.9726 0.3593 0.465
H 0.3697 0.3378 -1.9289 0.378
C -1.1525 -3.1874 2.7950 -0.161
H 2.5821 -5.8762 -0.6072 0.339
H 0.3887 -3.9842 4.1968 0.362
H 1.1658 2.5821 -2.5663 -0.015
H -0.5724 2.7317 0.0594 0.218
O -0.4448 3.6750 -0.0651 -0.498
H 3.6358 3.8531 -0.7507 0.362
H -2.3975 6.2178 -1.3264 0.333
O 3.4054 -5.5136 1.3065 -0.536
C 2.7381 2.2299 -1.4038 0.373
O 2.5178 -2.9219 1.0099 -0.515
C 2.1234 3.0898 -2.4506 -0.143
H 1.0694 -1.8789 -2.1674 0.529
O -0.4400 0.6415 -0.3542 -0.548
H 3.4401 -0.5974 -3.5356 0.192
O -0.3515 6.3677 -1.2009 -0.520
O 2.3160 -1.2154 -4.8204 -0.525
H -3.1880 0.8123 2.4082 0.328
N -0.5911 -0.0975 0.6019 1.017
H -2.4431 3.6326 -0.7126 0.387
H -5.1541 2.1465 0.8516 0.300
H 2.1281 -2.1134 -5.1030 0.294
O -4.1427 0.6844 -0.0333 -0.452
C 1.6755 -0.9975 -2.3769 -0.118
O 3.9628 3.0112 -1.0763 -0.625
H -1.3351 -4.4547 4.5145 0.300
H -0.9323 -3.8910 1.9921 0.318
H 2.1321 2.0891 -0.5088 0.151
O 0.3100 -0.8367 0.9327 -0.438
H -1.1996 4.1557 -1.9042 0.192
H 3.7685 3.5004 -3.2779 0.389
H 1.7407 4.0552 -2.1195 0.407
H -1.7619 6.0237 0.2764 0.296
H 0.3201 6.3808 -0.5150 0.305
C 2.6512 -1.3390 -3.4099 -0.821
H 2.2996 -0.8287 -1.4994 0.280
H 3.7168 -4.6943 1.6982 0.308
C -1.5822 5.7604 -0.7659 -0.664
O 0.8515 0.1099 -2.7273 -0.569
C 3.0389 -5.0920 -0.0035 -0.591
C -1.5266 4.2025 -0.8655 -0.070
H -2.1772 -1.7893 2.2402 0.480
O -3.9438 1.0155 2.9641 -0.516
H 1.0871 -4.3824 0.8108 0.013
O 2.9484 3.1401 -3.6231 -0.554
H 3.0741 1.3080 -1.8786 -0.329
C -5.1331 1.0575 0.8932 -0.379
O -0.8772 -2.5954 5.1644 -0.524
O -2.3746 -2.5654 2.7697 -0.565
H 3.9356 -4.6712 -0.4585 0.310
H -6.0814 0.6487 0.5442 0.280
H -3.8766 -0.2279 0.1031 0.269
C -0.6517 -3.6597 4.2160 -0.501
H -1.7497 -2.2636 4.9404 0.309
H 3.1468 -2.2642 -3.1159 0.411
H -5.9703 0.7327 2.7733 0.395
C -5.0307 0.5014 2.2716 -0.450
H -0.4319 -2.3799 2.6650 0.102
H -4.9926 -0.5858 2.2041 0.260
O -1.6400 -0.1461 1.2074 -0.332
H 1.7220 -3.4773 -0.5738 -0.066
H 1.8933 -2.1948 0.9564 0.371
```

***

(3)
Below is one molecule with the formula C4H7NO3 at a distorted geometry, with properties calculated with ωB97M-V/def2-TZVPD.

## Properties
LUMO energy: 0.5 eV
SMILES: CCC(=O)NC(=O)O
orbital gap: 10.8753 eV

```
15
Properties=species:S:1:pos:R:3:mulliken_charge:R:1
C -0.7256 0.3363 0.5155 0.172
O -1.1192 0.0046 -2.7273 -0.427
C -0.3247 0.7689 -1.9498 0.535
H 1.5562 -1.9259 1.5238 0.320
H -1.9267 1.2462 -0.7309 0.290
H 1.1886 0.8987 1.2081 0.313
O 0.7905 1.1136 -2.2069 -0.498
C 0.6978 -0.0183 0.8425 -0.062
H 1.3765 -0.0959 -0.0164 0.324
H -0.1455 -1.6859 2.0442 0.348
H -0.7790 0.1072 -3.6222 0.354
H 1.2230 -0.8994 2.7741 0.263
N -0.9393 1.0412 -0.7110 -0.206
O -1.6671 0.2978 1.2655 -0.578
C 0.7945 -1.1891 1.7908 -1.147
```

***

(4)
Below is a 2-piece molecular cluster, C3H12BBrO2P overall, with properties calculated with ωB97M-V/def2-TZVPD.

## Properties
LUMO energy: 3.3 eV
total charge: -1
orbital gap: 7.0937 eV

```
20
Properties=species:S:1:pos:R:3:mulliken_charge:R:1
H -1.8350 -1.2227 2.9323 0.310
H -0.2168 0.3252 1.8705 0.278
O -0.9642 -0.8552 0.4420 -0.474
H 0.7813 3.1684 -3.4377 0.286
P 0.6817 1.9083 -1.6963 -0.105
Br 2.1174 0.3031 -2.5612 -0.398
H -0.8173 -2.6042 2.5052 0.338
H 1.8698 -1.0385 2.2599 0.361
C -0.8059 -1.5398 2.7599 -1.342
O 1.1868 3.2298 -2.5614 -0.454
H -0.7678 1.5252 -3.8235 -0.206
C 1.2552 -1.1551 1.3641 -1.098
B -0.9808 1.5611 -2.6071 0.264
H -0.9298 -1.7746 0.1545 0.314
C -0.1855 -0.7373 1.6217 0.417
H -1.5051 0.5393 -2.2140 -0.199
H 1.6949 -0.5693 0.5571 0.192
H -0.2415 -1.4189 3.6870 0.372
H -1.6231 2.5635 -2.3180 -0.181
H 1.2858 -2.2083 1.0650 0.323
```

***

(5)
Below is a 2-piece molecular cluster, C8H8Cl4N2O2 overall at a distorted geometry, with properties calculated with ωB97M-V/def2-TZVPD.

## Properties
LUMO energy: -2.3 eV
SMILES: O=C1C(=O)C(Cl)=C(Cl)C(Cl)=C1Cl.CN(C)N
orbital gap: 5.8061 eV

```
24
Properties=species:S:1:pos:R:3:mulliken_charge:R:1
Cl -2.2481 1.6286 0.8681 -0.169
H -1.0058 0.3305 -2.2853 0.300
C 0.2252 2.6788 1.1890 0.078
C -0.5481 1.5368 1.0444 0.001
C 1.4971 0.1609 0.8364 0.349
H 0.3061 -0.8490 -2.6168 0.288
O -0.5496 -0.7467 1.7592 -0.577
Cl 3.9550 1.1628 1.2643 -0.134
H -2.1242 -1.6120 0.4821 0.319
H 0.8626 -2.4468 -1.1717 0.348
C 2.2669 1.3449 1.1998 -0.062
H 0.0440 -2.6255 0.4078 0.320
C -0.7150 -0.7275 -2.2394 -1.028
H -0.7319 -3.2811 -1.0679 0.298
O 1.9926 -0.8272 0.2874 -0.573
H -2.5654 -0.4177 -0.5568 0.220
C 1.6517 2.5756 1.3678 0.373
N -0.7513 -1.1668 -0.8410 0.467
C 0.0178 0.2114 1.2091 0.970
Cl 2.5786 3.9676 1.7167 -0.139
N -2.1268 -1.3427 -0.5053 -0.832
C -0.1028 -2.4716 -0.6631 -1.001
Cl -0.5109 4.2218 1.1827 -0.148
H -1.4178 -1.3052 -2.8674 0.332
```

***

(6)
Below is C2H3NOS3 as an isolated structure at a distorted geometry, with properties calculated with ωB97M-V/def2-TZVPD.

## Properties
LUMO energy: -0.1 eV
orbital gap: 8.8995 eV

```
10
Properties=species:S:1:pos:R:3:mulliken_charge:R:1
S 0.5873 1.1750 1.2362 0.103
C -1.5558 0.0089 -0.1835 -1.130
N 0.4756 -1.0326 -0.1117 -0.419
S 2.1363 -0.8094 0.1097 0.338
H -1.5483 0.6489 -1.1192 0.266
C -0.2066 -0.0330 0.2519 0.662
S 2.5261 0.1624 -1.4866 -0.251
O 1.9287 0.2714 1.3664 -0.276
H -2.4048 0.4895 0.3840 0.339
H -1.9383 -0.8811 -0.4472 0.368
```

***

(7)
Below is a 13-piece molecular cluster, C4H35N2O14 overall at a distorted geometry, with properties calculated with ωB97M-V/def2-TZVPD.

## Properties
LUMO energy (spin up / spin down): -0.2 / -0.2 eV
multiplicity: 2
<S²>: 0.7504
orbital gap (spin up / spin down): 2.1368 / 10.2453 eV

```
55
Properties=species:S:1:pos:R:3:mulliken_charge:R:1
H 1.1716 -1.0826 1.5428 0.481
N -2.0310 0.1733 -0.3189 0.614
O 0.0605 2.2826 3.5221 -0.652
O 1.8995 -0.4651 1.3183 -0.541
H -0.7932 -1.1849 2.8946 0.226
H 0.7328 -4.6366 1.8070 0.278
H 2.6110 -2.8100 1.3984 0.290
H 0.2104 4.0242 0.0868 0.363
H 1.6584 2.5778 -1.0645 0.310
H -3.9382 1.6136 2.1756 0.310
C -0.0239 -0.1191 -1.7478 -1.341
H -4.9060 1.4958 1.1573 0.492
O -0.4942 -1.3719 1.9805 -0.437
H -0.3946 -2.3318 1.8844 0.314
H -0.8562 3.6136 -1.3938 0.466
H -0.7806 2.7320 -3.9290 0.189
H 0.5309 1.8135 0.5550 -0.028
H 3.8633 1.1403 0.0348 0.283
C -0.3602 1.9428 -0.0741 -0.994
C -0.0350 3.3272 -0.7349 -0.898
H -1.7409 -0.5980 0.2891 0.036
O -3.9915 1.8426 1.2058 -1.062
O 3.2781 1.2629 -0.7319 -0.584
O 0.0471 -1.2750 -1.3997 -0.071
H 1.2888 -0.1199 -3.3596 0.310
H 3.8429 -1.9830 -0.0885 0.283
H -3.8062 -1.8949 -2.3513 0.206
H -2.6144 -0.2066 -1.1030 0.220
H -0.0538 3.1076 3.9832 0.294
O 0.9654 -3.8035 -2.8689 -0.638
O -0.0317 -4.2434 1.3838 -0.596
H -0.9156 0.7253 4.2500 0.326
H 4.0351 1.4909 -1.2999 0.257
H -2.4288 2.6843 -3.8860 0.148
O 3.4433 -2.0426 -0.9566 -0.578
H -1.1931 2.1468 0.6590 0.176
O 2.5861 -2.9499 2.3441 -0.673
H -0.7258 -0.4521 5.0689 0.315
O -1.5845 2.5031 -3.4646 -0.232
O -1.3263 -0.1516 4.3704 -0.654
C -0.9009 0.9048 -1.0233 0.494
O 1.1881 3.2985 -1.5089 -0.457
H -2.3144 -2.4472 -2.0490 0.152
H 0.5972 2.2222 2.7226 0.354
H -2.7152 0.7766 0.1598 0.254
H 3.1399 -2.3471 2.8600 0.298
N 0.7057 0.4272 -2.7563 -0.050
H 0.7095 -3.2062 -2.1548 0.371
H 3.2754 -1.2265 -1.4204 0.311
H 1.4398 0.2942 0.9516 0.062
O -2.9009 -1.6722 -2.0849 -0.243
H -0.4327 -4.5618 0.5826 0.284
H 1.8934 -4.0279 -2.7673 0.306
H 0.7009 1.4325 -2.8430 0.125
H -1.5854 1.3548 -1.8075 0.531
```

***

(8)
Below is an isolated ion of composition C5H10N3 and charge +1 at a distorted geometry, with properties calculated with ωB97M-V/def2-TZVPD.

## Properties
LUMO energy: -5.2 eV
SMILES: N[C@@H]1C=NC(=[NH2+])CC1
total charge: +1
orbital gap: 8.6095 eV

```
18
Properties=species:S:1:pos:R:3:mulliken_charge:R:1
H -1.7783 -2.6550 -0.0740 0.232
C 0.7308 1.1390 -0.1788 0.196
H -0.3698 2.7751 -0.7838 0.281
N -0.3686 -0.3127 -1.7813 -0.492
H 0.6011 1.3078 -2.4543 0.547
C 0.7348 0.1211 0.9026 -0.686
H 1.4536 -1.8027 -0.0901 0.340
C -0.5559 -1.1520 -0.7156 0.645
N -1.5597 -2.0334 -0.7801 -0.280
C 0.4986 -1.3084 0.2804 -0.838
H 0.2352 -1.9970 0.9781 0.524
C 0.3943 0.7222 -1.6000 -0.323
H -1.2518 1.5998 -0.1179 0.256
H -0.2291 0.1505 1.5505 0.287
H 1.6216 -0.1112 1.6207 0.302
N -0.4088 2.1053 -0.0601 -0.594
H -2.2938 -1.8863 -1.4404 0.276
H 1.6218 1.8333 -0.0366 0.328
```